Record 1
Entry from the Open Molecules 2025 dataset: C10H20F11PSSb as an isolated structure (wB97M-V/def2-TZVPD).

Cartesian coordinates (Å):
C -0.003 0.622 2.792
C 1.253 0.715 1.960
F 2.345 0.256 2.742
Sb 1.152 -0.506 0.076
C 2.926 0.550 -0.776
C 2.832 2.058 -0.836
F 4.055 2.676 -0.482
C -0.247 0.972 -0.862
C -1.281 0.204 -1.680
C -2.684 0.740 -1.664
F -2.703 2.091 -1.791
F -3.382 0.228 -2.719
C -3.475 0.340 -0.379
F -2.780 0.697 0.704
F -3.635 -0.986 -0.373
S -5.221 1.105 -0.119
F -5.212 0.541 1.370
F -4.553 2.459 0.368
F -5.330 1.672 -1.593
F -5.963 -0.216 -0.599
F -6.637 1.748 0.191
P 2.405 -2.462 1.215
C 2.108 -3.743 -0.099
C 4.199 -2.157 0.879
H 0.194 0.973 3.810
H -0.379 -0.403 2.840
H -0.787 1.250 2.363
H 1.488 1.762 1.747
H -0.324 -1.317 0.684
H 1.019 -1.472 -1.430
H 3.029 0.146 -1.788
H 3.841 0.293 -0.241
H 2.592 2.418 -1.840
H 2.096 2.474 -0.145
H 0.280 1.684 -1.498
H -0.723 1.545 -0.065
H -1.327 -0.853 -1.379
H -1.019 0.201 -2.742
H 1.239 -3.461 -0.704
H 1.913 -4.717 0.353
H 2.961 -3.831 -0.776
H 4.541 -1.298 1.462
H 4.420 -1.968 -0.175
H 4.776 -3.030 1.198

Calculated values
E_tot ... -2471.19990 a.u.
HOMO energy ... -3.8 eV
LUMO level ... 2.44 eV
Orbital gap ... 6.22 eV
Net charge ... -1
Energy relative to the best compared isomer or geometry (same formula, charge and spin) ... 0.000 eV



Record 2
Entry from the Open Molecules 2025 dataset: C10H20MgN2OP as an isolated structure in a non-equilibrium geometry (wB97M-V/def2-TZVPD).

Cartesian coordinates (Å):
C 0.269 -0.091 -1.884
C -0.881 -0.883 -2.136
C -0.661 -2.185 -1.576
C 0.655 -2.183 -0.997
C 1.210 -0.888 -1.166
Mg 1.004 1.595 1.229
P -0.722 2.860 -0.086
H 0.432 0.940 -2.170
H -1.826 -0.478 -2.522
H -1.435 -2.953 -1.399
H 2.236 -0.590 -0.943
H 1.108 -2.948 -0.378
H -1.875 3.067 0.749
H -1.276 2.786 -1.428
H 0.031 4.106 -0.100
C 1.101 2.109 3.334
N 0.554 0.984 4.135
C 0.353 1.245 5.555
C 0.148 -0.110 3.433
O 0.251 -0.047 2.139
N -0.339 -1.230 4.021
C -0.362 -1.527 5.427
C -0.787 -2.320 3.155
H 1.438 2.895 4.013
H 0.296 2.590 2.703
H 1.999 1.759 2.739
H -0.689 1.033 5.854
H 1.059 0.689 6.176
H 0.503 2.302 5.759
H -1.171 -1.003 5.956
H -0.527 -2.591 5.562
H 0.594 -1.279 5.915
H -0.747 -1.999 2.117
H -0.185 -3.206 3.336
H -1.799 -2.584 3.430

Calculated values
E_tot ... -1119.05666 a.u.
HOMO energy ... -0.9 eV
LUMO level ... 2.24 eV
Orbital gap ... 3.18 eV
Net charge ... -1



Record 3
Entry from the Open Molecules 2025 dataset: C10H20MnN2PS as an isolated structure in a non-equilibrium geometry (wB97M-V/def2-TZVPD).

Cartesian coordinates (Å):
C -1.987 1.543 -3.746
C -0.728 2.299 -3.813
C -0.612 3.034 -2.632
C -1.798 2.748 -1.811
C -2.699 1.934 -2.568
Mn -0.815 0.702 -1.985
P -0.284 -1.383 -2.706
H -2.383 0.915 -4.547
H -0.006 2.254 -4.630
H 0.218 3.679 -2.342
H -3.697 1.612 -2.270
H -2.022 3.218 -0.851
H 0.948 -1.924 -2.266
H -0.179 -1.597 -4.103
H -1.169 -2.431 -2.353
C -0.339 -2.980 1.819
C 0.595 -2.046 1.056
N -0.099 -0.831 0.673
C 0.328 0.504 0.974
S -0.314 1.742 0.124
N 1.134 0.867 2.103
C 1.238 0.131 3.351
C 2.696 -0.139 3.698
H -0.708 -2.505 2.751
H 0.202 -3.913 2.084
H -1.213 -3.242 1.186
H 1.509 -1.839 1.639
H 0.932 -2.567 0.135
H -0.893 -0.943 0.027
H 1.515 1.826 2.127
H 0.796 0.752 4.160
H 0.658 -0.804 3.340
H 3.250 0.820 3.784
H 2.752 -0.669 4.672
H 3.175 -0.766 2.918

Calculated values
E_tot ... -2392.78100 a.u.
HOMO energy (spin up / spin down) ... -11.5 / -11.0 eV
Expectation value of S² ... 3.8882
LUMO level (spin up / spin down) ... -3.53 / -3.14 eV
Orbital gap (spin up / spin down) ... 7.97 / 7.84 eV
2S+1 ... 4
Net charge ... +1
Energy relative to the best compared isomer or geometry (same formula, charge and spin) ... 0.960 eV



Which value of net charge does entry 1 give?
-1



Which value of net charge does entry 3 give?
+1